Entry 1:
69
Properties=species:S:1:pos:R:3 method="wB97M-V/def2-TZVPD" homo_energy_ev=-13.6280 max_force_ev_per_a=1.99 de_lowest_kcal_mol=6.28 charge=+2 lumo_energy_ha=-0.18989 homo_lumo_gap_ev=8.461
Sc 0.068 -1.229 -0.935
C 5.759 -0.180 -1.408
N 4.603 -1.028 -1.186
C 4.911 -2.265 -0.485
C 3.324 -0.714 -1.452
N 2.304 -1.376 -0.983
N 3.109 0.359 -2.307
C 1.956 1.098 -2.436
N 2.123 2.303 -3.018
N 0.808 0.653 -2.037
H 6.470 -0.679 -2.067
H 6.252 0.016 -0.454
H 5.496 0.779 -1.842
H 5.962 -2.496 -0.644
H 4.324 -3.091 -0.890
H 4.740 -2.181 0.593
H 2.619 -2.022 -0.257
H 3.895 0.663 -2.866
H 3.029 2.678 -3.242
H 1.338 2.919 -3.147
H 0.091 1.367 -2.177
N 0.101 -3.595 -1.213
C -0.581 -4.524 -2.144
C -0.169 -4.262 -3.595
C -1.058 -3.279 -4.358
C -0.904 -1.810 -3.969
N -1.476 -1.519 -2.625
H 1.096 -3.838 -1.259
H -0.189 -3.849 -0.260
H -1.661 -4.409 -2.026
H -0.331 -5.559 -1.884
H -0.201 -5.207 -4.138
H 0.864 -3.904 -3.610
H -2.106 -3.572 -4.252
H -0.812 -3.357 -5.418
H -1.416 -1.203 -4.725
H 0.159 -1.526 -3.969
H -2.249 -2.173 -2.487
H -1.921 -0.597 -2.665
C -2.096 1.185 5.880
C -1.856 2.272 4.836
C -2.977 3.309 4.876
C -2.707 4.399 3.850
C -2.588 3.784 2.494
C -2.938 4.498 1.370
C -2.797 3.935 0.103
F -3.124 4.655 -0.972
C -2.307 2.665 -0.057
C -1.953 1.916 1.075
C -1.384 0.600 0.885
O -1.260 0.112 -0.292
C -0.984 -0.061 2.065
C -1.199 0.518 3.294
N -1.736 1.719 3.472
C -2.094 2.466 2.369
C -0.289 -1.406 2.042
O -0.150 -2.034 3.065
O 0.147 -1.780 0.880
H -2.356 1.657 6.823
H -1.215 0.577 6.061
H -2.921 0.542 5.587
H -0.902 2.774 5.051
H -3.028 3.745 5.872
H -3.935 2.828 4.666
H -1.769 4.913 4.087
H -3.499 5.147 3.853
H -3.321 5.501 1.472
H -2.194 2.221 -1.033
H -0.895 -0.052 4.159

Entry 2:
60
Properties=species:S:1:pos:R:3 method="wB97M-V/def2-TZVPD" homo_energy_ev=-9.0073 max_force_ev_per_a=0.66 de_lowest_kcal_mol=1.72 smiles="CCCCC[C@H]1CN(CCCC)C(=O)[C@@H]1CC(=O)NCc1ccccc1" lumo_energy_ha=0.02772 homo_lumo_gap_ev=9.762
C 4.103 0.841 -5.155
C 3.236 -0.120 -4.350
C 1.953 0.520 -3.820
C 2.211 1.604 -2.774
C 0.920 2.123 -2.135
C 0.306 1.146 -1.136
C 1.129 0.990 0.154
N 0.141 0.828 1.195
C 0.470 0.402 2.536
C 0.439 1.552 3.546
C 1.469 2.641 3.255
C 1.482 3.702 4.350
C -1.112 1.104 0.812
O -2.107 0.984 1.505
C -1.075 1.589 -0.633
C -2.256 1.063 -1.458
C -2.242 -0.458 -1.483
O -1.737 -1.095 -2.389
N -2.836 -1.025 -0.414
C -2.706 -2.445 -0.143
C -1.508 -2.707 0.734
C -1.649 -2.931 2.096
C -0.534 -3.131 2.893
C 0.732 -3.098 2.335
C 0.881 -2.862 0.979
C -0.233 -2.667 0.183
H 4.481 1.645 -4.529
H 4.954 0.316 -5.581
H 3.529 1.279 -5.969
H 2.963 -0.965 -4.987
H 3.815 -0.514 -3.511
H 1.329 -0.263 -3.388
H 1.398 0.954 -4.655
H 2.871 1.213 -1.997
H 2.721 2.444 -3.249
H 0.194 2.321 -2.926
H 1.123 3.069 -1.626
H 0.198 0.170 -1.613
H 1.784 0.115 0.129
H 1.745 1.879 0.339
H 1.458 -0.063 2.511
H -0.267 -0.349 2.836
H 0.622 1.135 4.538
H -0.563 1.985 3.543
H 2.461 2.191 3.174
H 1.235 3.118 2.301
H 0.502 4.166 4.439
H 2.210 4.477 4.124
H 1.739 3.257 5.309
H -1.134 2.685 -0.604
H -3.187 1.421 -1.018
H -2.174 1.428 -2.483
H -3.062 -0.431 0.375
H -3.624 -2.794 0.337
H -2.584 -2.940 -1.109
H -2.636 -2.955 2.535
H -0.655 -3.312 3.951
H 1.601 -3.257 2.957
H 1.868 -2.839 0.539
H -0.124 -2.489 -0.877

Copy entry 2 word for word.
60
Properties=species:S:1:pos:R:3 method="wB97M-V/def2-TZVPD" homo_energy_ev=-9.0073 max_force_ev_per_a=0.66 de_lowest_kcal_mol=1.72 smiles="CCCCC[C@H]1CN(CCCC)C(=O)[C@@H]1CC(=O)NCc1ccccc1" lumo_energy_ha=0.02772 homo_lumo_gap_ev=9.762
C 4.103 0.841 -5.155
C 3.236 -0.120 -4.350
C 1.953 0.520 -3.820
C 2.211 1.604 -2.774
C 0.920 2.123 -2.135
C 0.306 1.146 -1.136
C 1.129 0.990 0.154
N 0.141 0.828 1.195
C 0.470 0.402 2.536
C 0.439 1.552 3.546
C 1.469 2.641 3.255
C 1.482 3.702 4.350
C -1.112 1.104 0.812
O -2.107 0.984 1.505
C -1.075 1.589 -0.633
C -2.256 1.063 -1.458
C -2.242 -0.458 -1.483
O -1.737 -1.095 -2.389
N -2.836 -1.025 -0.414
C -2.706 -2.445 -0.143
C -1.508 -2.707 0.734
C -1.649 -2.931 2.096
C -0.534 -3.131 2.893
C 0.732 -3.098 2.335
C 0.881 -2.862 0.979
C -0.233 -2.667 0.183
H 4.481 1.645 -4.529
H 4.954 0.316 -5.581
H 3.529 1.279 -5.969
H 2.963 -0.965 -4.987
H 3.815 -0.514 -3.511
H 1.329 -0.263 -3.388
H 1.398 0.954 -4.655
H 2.871 1.213 -1.997
H 2.721 2.444 -3.249
H 0.194 2.321 -2.926
H 1.123 3.069 -1.626
H 0.198 0.170 -1.613
H 1.784 0.115 0.129
H 1.745 1.879 0.339
H 1.458 -0.063 2.511
H -0.267 -0.349 2.836
H 0.622 1.135 4.538
H -0.563 1.985 3.543
H 2.461 2.191 3.174
H 1.235 3.118 2.301
H 0.502 4.166 4.439
H 2.210 4.477 4.124
H 1.739 3.257 5.309
H -1.134 2.685 -0.604
H -3.187 1.421 -1.018
H -2.174 1.428 -2.483
H -3.062 -0.431 0.375
H -3.624 -2.794 0.337
H -2.584 -2.940 -1.109
H -2.636 -2.955 2.535
H -0.655 -3.312 3.951
H 1.601 -3.257 2.957
H 1.868 -2.839 0.539
H -0.124 -2.489 -0.877